64
Properties=species:S:1:pos:R:3:lowdin_charge:R:1 method="wB97M-V/def2-TZVPD" total_charge=0 largest_force_ev_per_a=2.56 energy_ev=-509471.985 e_lumo_ev=-0.706 homo_ev=-10.08
C -0.175 -3.834 -1.445 -0.087
C 0.018 -5.252 -0.892 -0.446
C -1.203 -6.159 -1.096 -0.284
F -1.103 -7.246 -0.287 0.091
F -2.385 -5.544 -0.828 0.091
F 1.073 -5.789 -1.575 0.110
F 0.357 -5.148 0.412 0.047
O -0.456 -3.884 -2.829 0.017
C -0.972 -2.673 -3.342 -0.509
C -0.680 -2.785 -4.868 -0.304
F -0.936 -1.647 -5.528 0.113
F 0.519 -3.292 -5.185 0.117
F -2.274 -2.755 -3.022 0.153
F -0.457 -1.576 -2.775 0.157
H 0.796 -3.390 -1.222 0.135
H -0.950 -3.366 -0.837 0.143
H -1.222 -6.473 -2.146 0.173
H -1.406 -3.552 -5.167 0.171
C 2.872 2.677 2.289 -0.072
C 4.091 2.115 1.648 -0.445
C 5.221 1.737 2.575 -0.288
F 4.877 0.818 3.525 0.078
F 6.256 1.237 1.849 0.094
F 3.726 0.952 0.996 0.062
F 4.568 2.891 0.642 0.134
O 3.188 3.923 2.924 0.036
C 2.518 4.179 4.098 -0.544
C 2.700 5.654 4.480 -0.293
F 2.221 6.456 3.522 0.123
F 2.022 5.894 5.623 0.096
F 1.237 3.805 4.019 0.136
F 3.101 3.389 5.036 0.134
H 2.424 2.001 3.019 0.060
H 2.154 2.821 1.478 0.157
H 5.600 2.587 3.157 0.174
H 3.738 5.864 4.740 0.175
C -3.851 2.654 -3.173 -0.018
C -2.656 2.025 -3.950 -0.432
C -1.428 2.942 -3.716 -0.284
F -0.351 2.659 -4.480 0.099
F -1.695 4.264 -3.930 0.070
F -2.442 0.767 -3.523 0.123
F -3.001 1.942 -5.254 0.131
O -3.814 2.377 -1.755 0.021
C -4.590 1.352 -1.275 -0.530
C -4.450 1.333 0.232 -0.271
F -5.281 0.434 0.805 0.107
F -3.180 1.003 0.590 0.082
F -5.878 1.648 -1.627 0.125
F -4.282 0.201 -1.904 0.160
H -4.846 2.400 -3.530 0.144
H -3.775 3.731 -3.307 0.138
H -1.118 2.895 -2.670 0.172
H -4.618 2.315 0.681 0.177
C -0.380 -0.326 2.400 -1.452
Br 0.376 0.578 3.969 0.643
Br -1.327 -1.927 3.115 0.507
Br 0.894 -0.813 0.964 0.623
H -1.163 0.339 2.061 -0.053
C 2.302 -3.796 3.138 -1.508
Br 0.893 -4.120 4.517 0.482
Br 2.739 -5.427 2.136 0.601
Br 3.919 -3.090 3.997 0.540
H 1.945 -2.995 2.503 -0.099